# 1
{"formula": "C3H10N2O3", "method": "ωB97M-V/def2-TZVPD", "species": ["C", "C", "C", "N", "N", "O", "O", "O", "H", "H", "H", "H", "H", "H", "H", "H", "H", "H"], "positions_angstrom": [[-0.07848, -0.09824, 0.01062], [1.37183, -1.20765, 1.82247], [-1.16406, -1.11370, -0.27409], [-0.39987, 1.26060, 0.21129], [-0.68915, 2.16445, -2.09091], [-1.34944, 1.59727, -1.03951], [0.38606, -0.25312, 1.53895], [0.94826, -0.23305, -0.89031], [1.60867, 0.44563, -0.68963], [-1.02733, 1.39000, 0.99706], [-0.06126, 1.49262, -2.53168], [-0.18138, 2.99912, -1.80290], [2.02783, -1.43726, 0.97276], [1.98841, -0.80585, 2.62983], [0.90691, -2.14599, 2.14872], [-1.77774, -1.23610, 0.61497], [-1.79548, -0.75447, -1.08283], [-0.71380, -2.06427, -0.54480]], "forces_ev_per_a": [[0.9, -0.8, 3.1], [0.0, -0.4, 0.0], [0.1, 0.3, 0.1], [-1.4, 1.6, -3.1], [0.3, 0.1, -0.3], [0.7, -0.3, 2.0], [-0.4, 0.0, -2.4], [0.0, -0.2, 0.3], [-0.1, 0.1, 0.0], [-0.2, -0.1, -0.1], [0.0, 0.1, 0.3], [-0.1, -0.2, 0.1], [-0.1, 0.2, 0.0], [0.0, -0.1, 0.0], [0.1, 0.0, 0.0], [0.0, 0.0, 0.0], [0.1, -0.1, -0.1], [0.0, -0.1, 0.0]], "smiles": "CO[C@](C)(O)NON", "de_lowest_kcal_mol": 112.3, "e_tot_ev": -12391.864, "spin_multiplicity": 1, "orbital_gap_ha": 0.378, "e_homo_ha": -0.3489, "total_charge": 0}

---

# 2
{"formula": "C3H10N2O3", "method": "ωB97M-V/def2-TZVPD", "species": ["C", "C", "N", "C", "N", "H", "H", "H", "H", "H", "H", "O", "H", "H", "O", "H", "H", "O"], "positions_angstrom": [[0.71413, 1.94843, 0.29720], [0.86808, 0.61791, -0.03591], [-0.21168, 0.00014, -0.81592], [-0.14997, 1.21307, -1.40038], [-0.28032, 2.42683, -0.64046], [0.72374, 2.51399, 1.21613], [1.78419, 0.08350, 0.16503], [0.36077, 1.24865, -2.37088], [-1.23492, 2.51479, -0.27526], [1.34168, -2.37975, 0.61547], [1.55709, -1.30566, 1.68412], [2.02669, -1.87279, 1.08089], [-0.33362, -1.84694, -0.66743], [-0.21972, -3.02189, -1.54340], [-0.17504, -2.80713, -0.61582], [-2.73255, -0.10642, 1.65297], [-1.62027, 0.22321, 0.61006], [-2.41828, 0.55009, 1.04359]], "forces_ev_per_a": [[-2.1, -0.4, -0.5], [0.7, 1.8, 1.9], [0.0, 2.0, -1.3], [1.3, -2.5, -0.4], [-0.4, -0.4, 0.2], [1.5, 0.0, 0.0], [-0.3, -0.6, -0.1], [-0.8, 0.5, -0.4], [0.1, 0.1, 0.3], [0.0, 0.0, -0.1], [-0.3, 0.1, 0.5], [0.3, -0.4, -0.2], [0.1, 0.1, 0.1], [0.1, -0.5, -0.4], [-0.1, 0.3, 0.3], [0.0, -0.5, 0.3], [0.1, -0.4, -0.1], [-0.1, 0.9, -0.3]], "de_lowest_kcal_mol": 130.3, "e_tot_ev": -12391.083, "spin_multiplicity": 1, "orbital_gap_ha": 0.288, "e_homo_ha": -0.3156, "total_charge": 0}

---

# 3
{"formula": "C3H10N2O3S", "method": "ωB97M-V/def2-TZVPD", "species": ["C", "C", "C", "N", "N", "O", "O", "O", "S", "H", "H", "H", "H", "H", "H", "H", "H", "H", "H"], "positions_angstrom": [[1.49964, -0.61437, 0.52295], [0.44489, 0.36569, -0.02268], [-1.02166, -0.06902, 0.27723], [0.72992, 1.74671, 0.26167], [-1.18676, -1.43063, 0.26180], [-1.52234, 2.28979, -1.28120], [-1.50539, 0.00235, -2.30216], [-3.31745, 0.56352, -0.84648], [-1.94140, 0.88073, -1.01624], [1.96890, -0.31708, 1.45793], [2.40800, -0.69746, -0.20909], [1.02655, -1.64037, 0.79517], [0.56233, 0.31668, -1.06673], [-1.41669, 0.42176, 1.36145], [-0.00426, 2.22761, -0.22260], [0.43057, 1.84764, 1.26141], [-0.96753, -2.02371, -0.57648], [-1.87032, -1.95804, 0.83483], [-0.83042, 0.41200, -2.79721]], "forces_ev_per_a": [[0.9, -1.6, -0.2], [0.9, -1.1, 0.9], [0.6, 2.6, 2.8], [-0.5, -0.1, 2.4], [-1.2, -3.5, -0.6], [-0.8, -3.0, 0.6], [-1.4, -0.7, 1.1], [-0.4, 0.3, 0.1], [-0.6, 1.4, -1.2], [-0.2, 0.5, 0.2], [-1.9, -0.1, 1.2], [1.0, 1.7, -1.0], [0.0, -0.4, -1.6], [1.0, -1.3, -3.0], [0.1, 1.0, -0.4], [0.8, 0.3, -0.8], [-0.1, 1.5, 1.0], [0.5, 1.4, -0.6], [1.4, 1.1, -1.0]], "smiles": "C[C@H](N)[C@H](N)S(=O)(=O)O", "de_lowest_kcal_mol": 18.1, "e_tot_ev": -23229.429, "spin_multiplicity": 1, "orbital_gap_ha": 0.361, "e_homo_ha": -0.3418, "total_charge": 0}

---

# 4
{"formula": "C3H10N2S", "method": "ωB97M-V/def2-TZVPD", "species": ["N", "C", "C", "S", "C", "N", "H", "H", "H", "H", "H", "H", "H", "H", "H", "H"], "positions_angstrom": [[-0.01239, 1.21732, -0.76363], [0.11118, -0.13861, -0.27851], [1.37806, -0.53541, 0.53676], [2.93554, -0.00006, -0.25318], [-1.08552, -0.45733, 0.62973], [-2.42183, -0.01036, 0.19350], [0.83428, 1.45260, -1.24816], [-0.01636, 1.85660, 0.00878], [0.06440, -0.82801, -1.12525], [1.37320, -0.01375, 1.48885], [1.30226, -1.61640, 0.61157], [2.56024, -0.17491, -1.55441], [-0.91530, 0.07832, 1.57470], [-1.18709, -1.51084, 0.89407], [-2.34008, 0.99435, 0.04669], [-2.58057, -0.31352, -0.76149]], "forces_ev_per_a": [[0.2, -0.3, -0.1], [-0.3, -0.8, 0.6], [-0.5, 0.6, -1.3], [-0.2, -0.2, -0.5], [-0.8, 0.5, 0.5], [0.6, 0.4, -0.5], [0.4, 0.2, -0.5], [-0.2, 0.4, 0.6], [0.1, 0.1, -0.3], [0.0, -0.3, 0.3], [0.4, -0.1, 0.5], [0.1, -0.1, 0.6], [0.0, -0.2, 0.0], [0.4, -0.1, -0.2], [-0.2, 0.0, 0.2], [-0.1, -0.4, -0.1]], "smiles": "NC[C@@H](N)CS", "de_lowest_kcal_mol": 5.3, "e_tot_ev": -17088.373, "spin_multiplicity": 1, "orbital_gap_ha": 0.370, "e_homo_ha": -0.3397, "total_charge": 0}

---

# 5
{"formula": "C3H10N2S", "method": "ωB97M-V/def2-TZVPD", "species": ["N", "C", "C", "S", "C", "N", "H", "H", "H", "H", "H", "H", "H", "H", "H", "H"], "positions_angstrom": [[1.08902, -0.72413, -0.49817], [-0.09119, -0.24883, 0.02506], [-1.05229, 0.22596, -1.05604], [-0.90662, -0.89541, -2.78507], [0.02024, 0.81411, 1.17760], [1.07088, 0.29898, 2.10929], [1.28700, -1.25322, -1.33732], [-1.27201, 0.24481, -3.53701], [1.82568, -1.00138, 0.13676], [-0.68778, -1.18640, 0.39538], [-2.08497, 0.16625, -0.62722], [-0.68216, 1.19816, -1.47899], [-1.00150, 0.87800, 1.67221], [0.45242, 1.71142, 0.74299], [0.96072, 0.48013, 3.12321], [1.07256, -0.70845, 1.93732]], "forces_ev_per_a": [[3.9, 0.1, -0.6], [-3.4, -2.9, 0.5], [0.8, 0.8, -0.6], [-0.8, 2.2, 1.3], [0.2, -1.3, 0.6], [-0.6, -0.6, -0.4], [-1.0, 0.3, -0.1], [0.3, -1.3, 0.5], [-0.2, 0.4, 0.3], [0.6, 1.5, 0.4], [0.6, 0.3, -1.2], [-0.9, -0.7, 0.2], [1.2, 0.5, -0.8], [-0.7, 0.5, 0.0], [-0.3, 0.0, -1.2], [0.2, 0.3, 1.0]], "de_lowest_kcal_mol": 78.8, "e_tot_ev": -17077.743, "spin_multiplicity": 2, "orbital_gap_ha": [0.295, 0.136], "e_homo_ha": [-0.4744, -0.4728], "total_charge": 1}

---

# 6
{"formula": "C3H10N2Si", "method": "ωB97M-V/def2-TZVPD", "species": ["C", "C", "C", "N", "N", "Si", "H", "H", "H", "H", "H", "H", "H", "H", "H", "H"], "positions_angstrom": [[0.84491, 1.56424, 0.16164], [-2.31034, 0.21471, 0.53352], [0.77126, -1.35296, 0.99178], [0.60585, -0.69092, -2.09329], [-1.53630, 0.01088, -0.45900], [0.23952, -0.14994, -0.47142], [1.85956, 1.75537, -0.01991], [0.16367, 2.34037, -0.06979], [0.80027, 1.48996, 1.25239], [-0.14722, -0.40708, -2.79313], [-3.41959, 0.22102, 0.39320], [-1.94854, -0.01957, 1.54283], [-0.12162, -1.94412, 1.29749], [1.57481, -1.93201, 0.51557], [1.08104, -0.74832, 1.77275], [1.54272, -0.35163, -2.55465]], "forces_ev_per_a": [[-0.9, -2.0, 0.7], [0.5, -2.2, -1.0], [-1.5, -0.5, -3.4], [1.1, 1.7, -2.1], [-0.5, 0.8, 0.1], [-0.6, 0.3, 1.7], [1.4, 0.7, -0.7], [-0.4, 1.0, -0.7], [-0.2, -0.2, 0.1], [1.2, -0.6, 1.4], [0.8, 0.6, 0.1], [-0.2, 0.7, 0.3], [0.9, 0.1, -0.3], [-0.2, -0.3, 0.8], [0.9, 0.9, 1.6], [-2.4, -1.0, 1.4]], "smiles": "C=N[Si](C)(C)N", "de_lowest_kcal_mol": 3.9, "e_tot_ev": -14131.510, "spin_multiplicity": 1, "orbital_gap_ha": 0.357, "e_homo_ha": -0.3270, "total_charge": 0}

---

# 7
{"formula": "C3H10N3", "method": "ωB97M-V/def2-TZVPD", "species": ["C", "C", "C", "N", "N", "N", "H", "H", "H", "H", "H", "H", "H", "H", "H", "H"], "positions_angstrom": [[-1.03877, 0.05258, -0.21439], [-0.46265, 0.90581, -1.21341], [2.15122, 0.07739, 0.76231], [-0.28197, -0.94658, 0.25785], [-2.26528, 0.09195, 0.26529], [1.04458, -1.22963, -0.04725], [-1.29802, 1.12120, -1.99312], [0.48585, 0.61821, -1.68657], [-0.18434, 1.95280, -0.84316], [1.36280, 0.31161, 1.38342], [2.94416, -0.47755, 1.14812], [2.40045, 0.77501, 0.02818], [-0.87118, -1.65390, 0.82526], [-2.86203, 0.74446, -0.17213], [-2.43836, -0.19848, 1.20912], [1.31353, -2.14487, 0.29049]], "forces_ev_per_a": [[2.9, -2.9, 1.0], [-0.7, 3.6, -2.3], [-2.9, -3.7, -2.1], [-2.1, -1.4, 1.4], [0.0, 0.5, -0.2], [2.0, 3.2, 0.1], [1.6, -0.4, 1.0], [-0.7, -0.8, 0.2], [-0.8, -1.3, 0.0], [-0.9, 1.1, 1.8], [1.2, -0.7, 0.8], [0.3, 0.9, -1.2], [1.7, 1.3, -1.0], [-1.0, 0.7, 0.0], [-0.4, -0.1, 0.1], [-0.3, 0.1, 0.3]], "de_lowest_kcal_mol": 86.9, "e_tot_ev": -7734.497, "spin_multiplicity": 1, "orbital_gap_ha": 0.351, "e_homo_ha": -0.4856, "total_charge": 1}

---

Which formula does entry 1 have? C3H10N2O3